(1)
Here is a single C4H6N2O molecule at a distorted geometry from the OMol25 dataset. Energies are from ωB97M-V/def2-TZVPD.

Calculated values
* total energy: -340.7442 Ha
* energy relative to the best compared isomer or geometry (same formula, charge and spin): 31.81 kcal/mol
* Kohn-Sham gap: 8.5 eV
* HOMO energy: -7.631 eV
* LUMO: 0.84 eV
* SMILES: Nc1ccc(O)[nH]1
* molar mass: 98.105 g/mol

Cartesian coordinates (Å):
O1 -2.412 -1.002 -0.536
H1 -0.080 -2.561 0.280
C1 1.049 -0.567 0.274
H2 -1.312 1.256 -0.847
C2 -0.042 -1.490 0.131
H3 -2.527 -1.953 -0.650
N1 1.298 1.835 0.308
N2 -0.757 0.597 -0.320
H4 2.066 -0.487 0.667
H5 1.935 2.297 -0.311
C3 0.605 0.677 -0.020
H6 1.291 2.114 1.271
C4 -1.115 -0.717 -0.247

=====

(2)
Here is a molecular structure, C52H38BrMoN2O2P2 at a distorted geometry from the OMol25 dataset. Energies are from ωB97M-V/def2-TZVPD.

Calculated values
* total energy: -5588.4381 Ha
* energy relative to the best compared isomer or geometry (same formula, charge and spin): 31.99 kcal/mol
* total charge: +3
* Kohn-Sham gap (alpha / beta): 6.3 / 6.0 eV
* HOMO energy (alpha / beta): -15.838 / -15.927 eV
* LUMO (alpha / beta): -9.52 / -9.90 eV
* multiplicity: 3
* molar mass: 960.680 g/mol

Cartesian coordinates (Å):
H1 -0.556 4.304 -4.387
C1 4.026 0.310 4.811
H2 2.542 0.191 6.360
C2 -4.536 -1.397 1.403
C3 -0.072 -3.805 -4.258
H3 -2.600 -2.585 -2.366
H4 -0.705 -1.953 2.741
C4 -2.497 2.266 -0.075
H5 -4.786 4.668 -0.732
H6 -4.803 -4.714 0.740
C5 -0.161 0.091 -2.593
C6 0.152 4.334 1.511
C7 2.716 0.187 5.292
H7 1.586 -2.901 -1.444
C8 -0.801 2.490 2.756
H8 -5.405 0.577 0.334
N1 0.806 0.021 -1.680
C9 2.091 -0.101 -2.142
C10 4.727 -0.470 -2.931
C11 1.884 0.083 3.052
H9 1.957 2.997 -0.334
C12 4.404 -0.406 -1.565
C13 3.760 -0.338 -3.890
C14 -0.216 4.527 3.881
C15 -0.733 3.237 3.919
H10 -0.175 5.113 4.790
C16 -3.116 -3.496 0.241
H11 4.527 0.175 0.898
H12 -2.545 -4.311 -0.185
H13 1.989 -3.898 -3.671
Br1 5.454 0.523 6.019
H14 1.556 -0.123 -5.497
C17 -1.596 -2.875 -2.649
C18 0.047 2.978 -1.332
C19 0.763 -3.042 -2.137
C20 0.733 -4.999 3.012
C21 1.416 3.252 -1.241
O1 -2.696 0.087 0.737
P1 -0.702 2.075 0.045
H15 -1.101 2.830 4.851
C22 -4.379 3.699 -0.477
H16 3.121 4.123 -2.202
H17 0.639 -0.001 4.791
C23 -1.360 -3.439 -3.894
C24 -2.582 -2.208 0.260
O2 0.913 0.018 2.138
C25 2.066 3.895 -2.280
C26 1.652 0.078 4.419
C27 -0.216 -2.871 2.434
C28 3.475 0.088 1.155
C29 4.270 0.287 3.457
N2 2.619 -0.079 0.162
C30 -0.106 -3.189 1.075
C31 0.801 -5.335 1.669
C32 -0.350 3.037 1.549
Mo1 0.559 -0.009 0.413
H18 0.106 -4.260 -5.224
C33 0.066 0.054 -3.965
C34 -3.345 1.213 0.264
H19 1.164 -6.311 1.373
H20 0.475 4.771 0.575
C35 -4.715 1.383 0.142
C36 -3.314 -1.151 0.795
C37 -3.011 3.519 -0.405
C38 -0.001 3.996 -3.510
H21 4.005 -0.384 -4.943
C39 -0.657 3.340 -2.478
C40 2.411 -0.165 -3.512
C41 0.222 5.073 2.685
H22 -6.010 -2.870 1.859
C42 0.213 -3.768 3.396
H23 -2.336 4.342 -0.609
H24 -5.069 -0.612 1.921
C43 3.205 0.161 2.546
H25 -1.717 3.135 -2.560
H26 5.288 0.361 3.093
H27 5.757 -0.636 -3.214
C44 -4.372 -3.723 0.771
H28 1.062 -5.704 3.763
C45 0.392 -4.433 0.697
P2 -0.817 -2.000 -0.116
C46 1.348 -0.078 -4.435
C47 1.355 4.271 -3.414
H29 -1.251 1.503 2.768
H30 5.197 -0.555 -0.844
C48 -5.058 -2.681 1.382
H31 0.607 6.083 2.657
H32 0.129 -3.523 4.447
H33 1.857 4.796 -4.216
H34 -1.178 0.163 -2.221
C49 -0.537 -2.692 -1.761
H35 -6.289 2.744 -0.315
H36 -0.776 0.120 -4.641
H37 -2.186 -3.607 -4.572
C50 -5.218 2.621 -0.233
C51 3.105 -0.189 -1.169
C52 0.989 -3.600 -3.383
H38 0.450 -4.707 -0.348

=====

(3)
Here is a molecular structure, C30H18BrN4O4S2Sn at a distorted geometry from the OMol25 dataset. Energies are from ωB97M-V/def2-TZVPD.

Calculated values
* total energy: -5258.4989 Ha
* total charge: +1
* Kohn-Sham gap: 4.6 eV
* HOMO energy: -9.778 eV
* LUMO: -5.14 eV
* molar mass: 761.247 g/mol

Cartesian coordinates (Å):
H1 4.054 -2.026 0.867
C1 -5.313 3.072 -1.554
H2 6.174 -3.298 0.760
C2 3.386 2.533 1.051
H3 3.187 3.250 1.843
C3 5.668 -4.372 -1.004
H4 5.465 2.835 1.052
Sn1 0.311 -0.390 -0.920
H5 3.809 0.065 -1.811
C4 0.953 1.806 1.172
C5 4.233 -2.723 0.048
C6 3.286 -2.936 -0.950
H6 -7.252 2.325 -1.823
C7 -1.687 -0.749 1.389
C8 2.286 1.802 0.530
C9 -2.692 -3.277 0.990
O1 -1.273 2.474 -0.942
C10 4.745 -4.586 -2.006
N1 1.989 -2.310 -1.128
C11 1.445 -2.685 -2.246
C12 -1.514 1.583 2.399
C13 -4.409 0.524 -1.722
H7 -3.039 -4.294 0.756
C14 4.649 2.298 0.599
C15 -2.009 5.054 3.681
O2 -1.430 0.381 -1.644
H8 -5.658 4.087 -1.539
Br1 -3.965 -1.321 -1.819
C16 -5.779 0.746 -1.761
H9 -1.186 -3.294 -0.561
C17 5.433 -3.421 -0.012
C18 -1.018 0.537 1.629
O3 -3.016 4.486 3.793
H10 -4.084 -2.800 2.591
N2 0.182 0.704 0.985
C19 -3.975 2.837 -1.393
S1 2.298 -3.884 -3.127
C20 -1.660 -2.753 0.257
H11 4.894 -5.308 -2.783
C21 -3.250 -2.475 1.969
C22 -0.799 2.817 2.613
C23 4.869 1.373 -0.423
H12 1.079 3.749 2.105
C24 -1.973 1.574 -1.301
N3 2.507 0.957 -0.515
H13 6.597 -4.950 -0.989
H14 -6.487 -0.056 -1.848
C25 3.585 -3.843 -1.968
N4 -1.158 -1.527 0.422
C26 3.764 0.765 -0.983
C27 -2.774 -1.213 2.152
C28 -6.228 2.067 -1.732
H15 -3.177 -0.541 2.909
H16 -2.515 1.481 2.856
S2 -0.021 -2.030 -2.882
C29 -3.481 1.557 -1.538
C30 0.474 2.845 1.964
H17 5.850 1.148 -0.816
O4 -1.055 5.687 3.614
H18 -3.292 3.646 -1.257